Record 1
{"formula": "C24H19ClN2O4", "method": "ωB97M-V/def2-TZVPD", "relative_energy_ev": 0.098, "total_energy_ev": -48890.109, "e_lumo_ev": 0.27, "smiles": "O=C(OCc1nc2ccc(Cl)cc2n1CCO)c1ccccc1C(=O)c1ccccc1", "symbols": ["O", "C", "O", "C", "C", "N", "C", "C", "C", "C", "Cl", "C", "C", "N", "C", "C", "O", "C", "C", "C", "C", "C", "C", "C", "O", "C", "C", "C", "C", "C", "C", "H", "H", "H", "H", "H", "H", "H", "H", "H", "H", "H", "H", "H", "H", "H", "H", "H", "H", "H"], "xyz": [[-3.04628, -0.75248, -1.45291], [-1.98050, -0.33079, -1.83498], [-1.42740, 0.79975, -1.38571], [-2.11183, 1.54276, -0.38057], [-1.35464, 1.51785, 0.90275], [-0.70649, 2.55507, 1.34901], [-0.13162, 2.16334, 2.52589], [0.67002, 2.86435, 3.42033], [1.12034, 2.20241, 4.54135], [0.76843, 0.87028, 4.77443], [1.36139, 0.09535, 6.20424], [-0.03283, 0.14697, 3.91281], [-0.47141, 0.81304, 2.77814], [-1.26234, 0.42488, 1.72631], [-1.87655, -0.86970, 1.60395], [-0.86353, -1.97243, 1.27874], [-0.59014, -1.93852, -0.10245], [-1.14651, -0.98085, -2.87211], [-1.62353, -2.15963, -3.44101], [-0.89893, -2.81114, -4.41951], [0.30942, -2.28171, -4.84569], [0.78997, -1.10886, -4.28868], [0.07634, -0.45131, -3.29384], [0.63785, 0.82717, -2.73963], [0.52825, 1.87356, -3.33594], [1.37811, 0.69850, -1.46063], [1.82234, -0.53345, -0.98716], [2.46959, -0.61089, 0.23215], [2.68456, 0.53452, 0.98296], [2.27443, 1.76689, 0.50053], [1.62255, 1.84950, -0.71412], [-3.12457, 1.13691, -0.26426], [-2.15378, 2.57890, -0.72414], [0.92580, 3.89455, 3.23526], [1.74825, 2.70798, 5.25794], [-0.29710, -0.87645, 4.12661], [-2.37197, -1.10639, 2.55110], [-2.62023, -0.85143, 0.80493], [0.05897, -1.81504, 1.85508], [-1.30026, -2.94057, 1.55971], [-0.00691, -2.66963, -0.32892], [-2.57210, -2.54214, -3.09615], [-1.27508, -3.72418, -4.85580], [0.87777, -2.78006, -5.61700], [1.72822, -0.69208, -4.62511], [1.67280, -1.42192, -1.58331], [2.81336, -1.56738, 0.60114], [3.17623, 0.46705, 1.94265], [2.45498, 2.66014, 1.07778], [1.27655, 2.79730, -1.09611]]}

Record 2
{"formula": "C24H19F6", "method": "ωB97M-V/def2-TZVPD", "relative_energy_ev": 0.417, "total_energy_ev": -41493.564, "total_charge": 1, "e_lumo_ev": -6.45, "symbols": ["C", "C", "C", "C", "C", "C", "C", "C", "C", "H", "H", "H", "H", "H", "H", "H", "H", "H", "H", "F", "C", "F", "F", "C", "C", "C", "C", "C", "C", "C", "C", "C", "C", "F", "F", "F", "C", "C", "C", "C", "H", "H", "H", "H", "H", "H", "H", "H", "H"], "xyz": [[-6.74434, -0.56021, -2.63810], [-5.24786, -0.35226, -2.58949], [-4.71676, 0.94716, -2.58050], [-3.34721, 1.16324, -2.46029], [-2.43280, 0.08363, -2.33186], [-1.00535, 0.33259, -2.16395], [-0.08198, -0.58336, -1.80989], [-2.96956, -1.22552, -2.40727], [-4.34454, -1.43049, -2.54183], [-6.98735, -1.63223, -2.64785], [-7.23580, -0.10318, -1.76162], [-7.19186, -0.09398, -3.53252], [-5.39848, 1.80031, -2.65341], [-2.94737, 2.17953, -2.49452], [-0.70589, 1.38705, -2.28676], [0.96838, -0.38500, -1.99131], [-0.36671, -1.57791, -1.47279], [-2.28192, -2.07711, -2.40845], [-4.75328, -2.44357, -2.60046], [-0.97182, 3.40557, 4.78510], [-0.44704, 4.09745, 3.72489], [-1.49147, 4.76259, 3.14385], [0.38847, 5.04740, 4.25860], [0.25238, 3.18602, 2.76970], [0.02992, 3.30151, 1.39259], [0.59064, 2.37216, 0.53961], [1.36547, 1.27447, 1.01878], [1.87793, 0.33724, 0.08148], [2.67039, -0.81312, 0.36487], [2.64689, -1.49477, 1.62223], [3.54129, -2.52448, 1.89693], [4.40176, -2.97588, 0.89223], [5.30074, -4.14367, 1.15250], [5.38618, -4.96977, 0.06150], [6.58155, -3.75150, 1.45441], [4.86946, -4.91771, 2.19370], [4.42515, -2.36619, -0.36158], [3.57461, -1.31060, -0.61851], [1.69546, 1.29571, 2.41263], [1.09317, 2.19760, 3.27888], [-0.56235, 4.12519, 0.99900], [0.48428, 2.50477, -0.53987], [1.91053, 0.72914, -0.93214], [1.98068, -1.16337, 2.41904], [3.59366, -2.95201, 2.89828], [5.14467, -2.70151, -1.11158], [3.66201, -0.77884, -1.56732], [2.48335, 0.64970, 2.79534], [1.31271, 2.14826, 4.34777]]}

Record 3
{"formula": "C24H19InN5O2S2", "method": "ωB97M-V/def2-TZVPD", "relative_energy_ev": 0.962, "total_energy_ev": -63583.061, "total_charge": 1, "e_lumo_ev": -2.66, "symbols": ["In", "C", "N", "C", "C", "N", "C", "S", "C", "C", "C", "C", "C", "N", "H", "H", "H", "H", "H", "H", "H", "H", "H", "S", "C", "C", "C", "C", "C", "C", "C", "C", "C", "N", "H", "H", "H", "H", "H", "H", "O", "C", "O", "C", "C", "C", "C", "C", "N", "H", "H", "H", "H"], "xyz": [[0.37722, 0.87576, 0.01786], [3.93892, -0.92864, 3.77026], [2.63712, -1.50024, 3.56226], [2.06332, -2.52444, 4.26286], [0.84022, -2.74464, 3.73776], [0.65692, -1.85164, 2.69326], [1.78882, -1.10094, 2.58866], [2.29252, 0.08036, 1.49006], [-0.56228, -1.77794, 1.99476], [-1.73308, -2.10504, 2.68046], [-2.92078, -2.17464, 1.98086], [-2.89698, -1.93184, 0.61516], [-1.69998, -1.55884, 0.03536], [-0.54948, -1.46964, 0.70116], [4.45582, -1.46594, 4.56116], [3.85362, 0.12296, 4.04956], [4.51042, -0.97954, 2.84216], [2.55622, -3.01234, 5.07836], [0.10732, -3.48184, 3.99166], [-1.72688, -2.25234, 3.74746], [-3.84088, -2.41074, 2.49316], [-3.79428, -1.99864, 0.02286], [-1.64338, -1.33354, -1.02524], [2.27402, 3.15676, -3.47084], [2.20502, 4.30686, -2.21104], [1.70072, 3.79766, -1.04854], [1.34832, 2.44256, -1.16814], [1.60012, 1.94036, -2.42114], [1.49892, 0.55776, -2.80204], [1.93862, 0.09496, -4.04874], [2.00142, -1.26134, -4.27744], [1.59252, -2.13394, -3.27464], [1.07732, -1.59974, -2.11224], [1.02742, -0.29614, -1.88154], [2.56422, 5.30036, -2.39964], [1.60552, 4.37776, -0.14524], [2.23492, 0.80656, -4.80414], [2.36792, -1.63884, -5.21784], [1.66652, -3.19974, -3.40104], [0.69802, -2.22764, -1.31864], [-3.07708, 0.83336, 2.20626], [-2.19678, 1.13766, 1.42906], [-0.94368, 1.10976, 1.68456], [-2.59038, 1.55486, 0.01896], [-3.85348, 2.06546, -0.24824], [-4.17808, 2.37796, -1.55654], [-3.23148, 2.15956, -2.54934], [-1.99428, 1.65426, -2.19294], [-1.69008, 1.35846, -0.93514], [-4.53848, 2.21096, 0.57066], [-5.14868, 2.77956, -1.80294], [-3.44978, 2.37846, -3.58254], [-1.21978, 1.47966, -2.93064]]}

Record 4
{"formula": "C24H19MoN4O3S3", "method": "ωB97M-V/def2-TZVPD", "total_energy_ev": -71633.486, "total_charge": 3, "e_lumo_ev": [-12.37, -12.36], "symbols": ["Mo", "S", "C", "C", "C", "C", "C", "C", "N", "C", "C", "C", "C", "C", "C", "C", "C", "N", "C", "C", "C", "C", "C", "S", "C", "H", "H", "H", "H", "H", "H", "H", "H", "H", "H", "H", "H", "C", "S", "O", "O", "O", "H", "H", "H", "N", "C", "C", "N", "C", "H", "H", "H", "H"], "xyz": [[0.40930, -1.25734, -0.99237], [-0.48620, -4.15434, 4.01903], [-0.60950, -4.52304, 5.66303], [-0.49530, -3.41024, 6.47563], [-0.32600, -2.23514, 5.75163], [-0.30020, -2.43824, 4.37623], [-0.20060, -1.44524, 3.34963], [-0.05890, -1.78664, 1.98523], [-0.00110, -0.88944, 1.00423], [-0.05080, 0.42596, 1.35553], [-0.17180, 0.88246, 2.69233], [-0.21150, 2.29646, 2.91893], [-0.14030, 3.17646, 1.89073], [-0.00590, 2.73156, 0.53453], [0.12740, 3.55886, -0.56937], [0.23700, 3.00506, -1.86087], [0.19630, 1.59836, -1.98467], [0.11320, 0.77906, -0.94277], [0.02390, 1.33406, 0.29753], [0.39680, 3.85756, -2.99657], [0.50850, 3.53386, -4.34197], [0.70490, 4.64966, -5.14917], [0.74610, 5.83286, -4.43027], [0.53860, 5.60376, -2.77647], [-0.25220, -0.07854, 3.68683], [-0.76300, -5.53924, 5.97153], [-0.53550, -3.45584, 7.54843], [-0.21460, -1.27604, 6.22253], [-0.00110, -2.82924, 1.67753], [-0.30040, 2.64116, 3.93863], [-0.19400, 4.23646, 2.07873], [0.15710, 4.62766, -0.42827], [0.24520, 1.12016, -2.95967], [0.43980, 2.53496, -4.73227], [0.82100, 4.61166, -6.21707], [0.90010, 6.81936, -4.82767], [-0.36330, 0.23216, 4.71293], [4.06960, -2.88554, -2.27837], [2.48250, -2.30014, -1.77487], [2.25000, -2.33504, -0.30917], [1.29650, -2.95494, -2.35837], [2.25380, -0.84644, -2.06997], [4.12590, -3.95624, -2.10377], [4.80390, -2.36424, -1.66977], [4.21670, -2.66044, -3.32997], [-3.35670, -2.20714, -2.50857], [-3.80720, -1.17944, -1.73297], [-2.72030, -0.69774, -1.06807], [-1.60940, -1.42654, -1.43947], [-2.04810, -2.33844, -2.31717], [-3.93360, -2.76804, -3.12657], [-4.83740, -0.87994, -1.70797], [-2.65330, 0.10936, -0.36017], [-1.41610, -3.08004, -2.78667]]}

no.,largest force on an atom (eV/Å)
1,0.8
2,2.5
3,1.3
4,1.9